# 1
Entry from the OMol25 dataset: C35H34CaClN5O9P2S3 as an isolated structure in a non-equilibrium geometry (ωB97M-V/def2-TZVPD).

Each line ends with the Mulliken charge.
Geometry (Å):
Ca -0.041 0.361 -1.570  2.179
C -1.739 4.267 0.584  -1.309
C -0.756 3.370 -0.140  1.238
N -1.126 2.670 -1.172  -0.212
N -2.451 2.924 -1.556  -0.725
C -2.808 2.646 -2.767  0.297
S -2.053 2.028 -4.151  -0.414
S -4.595 2.903 -3.045  -0.258
C -5.067 4.091 -1.766  -0.705
C -5.639 3.509 -0.502  0.659
C -5.059 2.386 0.089  0.113
C -5.557 1.888 1.280  -0.860
C -6.646 2.490 1.900  -0.404
C -7.233 3.600 1.316  -0.485
C -6.727 4.102 0.124  -0.547
C 0.659 3.412 0.371  0.323
C 0.963 4.382 1.341  -0.892
C 2.232 4.607 1.844  -1.071
C 3.285 3.836 1.352  -0.413
C 3.049 2.875 0.405  -0.721
C 1.748 2.600 -0.110  0.254
O 1.608 1.660 -0.955  -0.568
H -2.750 3.936 0.385  0.035
H -1.651 5.305 0.252  0.261
H -1.560 4.239 1.656  0.502
H -5.777 4.798 -2.202  0.436
H -4.149 4.624 -1.520  0.218
H -4.212 1.922 -0.401  0.263
H -5.088 1.022 1.729  0.423
H -7.031 2.093 2.832  0.353
H -8.084 4.079 1.786  0.341
H -7.188 4.974 -0.330  0.296
H 0.173 5.017 1.713  0.259
H 2.395 5.374 2.591  0.353
H 4.296 3.989 1.721  0.369
H 3.849 2.257 0.016  0.381
Cl 5.921 -1.157 -6.303  -0.290
C 4.560 -1.157 -5.194  0.094
C 4.359 -2.253 -4.356  -0.689
C 3.304 -2.270 -3.478  -0.771
C 2.382 -1.187 -3.383  0.061
O 1.414 -1.233 -2.546  0.291
C 2.615 -0.086 -4.262  1.242
C 1.805 1.133 -4.236  -0.715
O 0.796 1.303 -3.587  -0.209
C 3.701 -0.089 -5.143  -0.916
H 5.043 -3.091 -4.404  0.407
H 3.147 -3.121 -2.827  0.408
H 2.191 1.958 -4.866  0.077
H 3.857 0.766 -5.790  0.370
N -2.585 -3.282 -0.613  -0.355
C -1.319 -2.950 -1.396  0.766
C -0.862 -4.220 -2.084  -1.810
P -2.143 -1.737 -2.623  0.546
O -1.138 -1.541 -3.877  -0.555
O -3.327 -2.539 -3.038  -0.896
O -2.252 -0.456 -1.858  -0.410
P -0.179 -2.495 0.047  0.945
O 1.275 -2.877 -0.474  -0.727
O -0.601 -3.444 1.119  -0.920
O -0.307 -1.017 0.251  -0.781
H -3.328 -3.443 -1.318  0.414
H -2.836 -2.465 -0.053  0.225
H -2.366 -4.040 0.038  0.352
H -1.637 -4.610 -2.747  0.490
H -0.571 -4.985 -1.358  0.444
H 0.012 -3.976 -2.687  0.168
H -0.619 -0.724 -3.776  0.305
H 1.510 -2.280 -1.236  0.492
S 3.709 -1.791 5.501  -0.201
C 3.206 -1.165 3.912  0.308
C 3.954 -1.403 2.769  -0.552
C 3.495 -0.888 1.565  -0.562
N 2.389 -0.170 1.450  0.264
C 1.687 0.063 2.546  -0.257
C 2.046 -0.414 3.800  -0.737
C 3.164 -3.481 5.373  0.395
C 3.952 -4.453 4.773  -0.136
C 3.482 -5.755 4.716  -0.373
N 2.312 -6.142 5.216  -0.624
C 1.561 -5.203 5.782  -0.332
C 1.936 -3.873 5.887  -0.199
H 4.873 -1.972 2.815  0.348
H 4.048 -1.066 0.650  0.413
H 0.786 0.651 2.414  0.449
H 1.433 -0.207 4.666  0.414
H 4.917 -4.201 4.356  0.323
H 4.082 -6.523 4.243  0.343
H 0.601 -5.523 6.171  0.342
H 1.278 -3.152 6.353  0.356

## Properties
Relative energy (zero: lowest compared OMol25 entry of this formula, charge and spin): 81.6 kJ/mol
E_LUMO: 3.4 eV
Total charge: -2
Orbital gap: 0.1945 Ha



# 2
Entry from the OMol25 dataset: a 11-piece molecular cluster, C62H77Cl8N4O6 overall in a non-equilibrium geometry (ωB97M-V/def2-TZVPD).

Each line ends with the Mulliken charge.
Geometry (Å):
C 11.513 9.227 -8.289  -0.913
N 11.520 7.800 -8.797  -0.017
C 11.163 6.810 -7.934  -0.179
C 11.158 5.514 -8.455  -0.770
C 11.823 5.217 -9.689  0.492
C 12.359 6.327 -10.395  -0.718
C 12.095 7.585 -9.995  -0.030
C 11.996 3.814 -10.185  0.750
C 12.481 2.826 -9.320  -0.790
C 12.577 1.518 -9.719  -0.132
N 12.175 1.200 -10.921  0.021
C 11.672 2.130 -11.817  -0.629
C 11.558 3.477 -11.467  -0.723
C 12.066 -0.272 -11.344  -0.896
H 11.690 9.887 -9.138  0.305
H 12.217 9.255 -7.458  0.375
H 10.576 9.350 -7.746  0.338
H 10.775 6.992 -6.943  0.419
H 10.650 4.756 -7.877  0.469
H 12.929 6.250 -11.309  0.492
H 12.519 8.508 -10.364  0.324
H 12.758 3.036 -8.297  0.470
H 12.962 0.718 -9.104  0.385
H 11.462 1.793 -12.822  0.613
H 11.286 4.240 -12.182  0.579
H 10.991 -0.446 -11.344  0.387
H 12.525 -0.981 -10.655  0.302
H 12.577 -0.392 -12.299  0.339
C 4.418 6.683 -18.303  -1.349
C 3.585 6.100 -17.120  -0.619
C 3.707 4.543 -16.815  -0.367
C 5.020 4.322 -16.045  -0.977
N 5.469 2.817 -15.783  0.185
C 4.327 2.059 -15.088  -0.675
C 4.508 2.204 -13.548  -0.572
C 5.948 2.821 -13.390  -0.786
C 6.639 2.830 -14.742  -0.544
C 5.870 2.233 -17.126  -1.091
H 3.875 7.552 -18.674  0.383
H 4.336 6.053 -19.190  0.342
H 5.475 6.940 -18.240  0.394
H 2.559 6.244 -17.460  0.390
H 3.837 6.722 -16.261  0.306
H 3.611 4.033 -17.773  0.302
H 2.929 4.255 -16.108  0.417
H 4.856 4.689 -15.032  0.344
H 5.889 4.705 -16.579  0.514
H 4.454 1.045 -15.466  0.494
H 3.325 2.326 -15.424  0.324
H 4.524 1.190 -13.150  0.333
H 3.665 2.661 -13.030  0.318
H 6.519 2.357 -12.586  0.487
H 6.039 3.836 -13.003  0.315
H 7.097 1.843 -14.803  0.449
H 7.349 3.630 -14.952  0.373
H 6.253 1.234 -16.923  0.533
H 6.702 2.789 -17.558  0.389
H 5.039 2.233 -17.833  0.357
C 7.164 -3.635 -15.426  -0.371
O 8.148 -2.708 -15.001  -0.602
H 7.393 -3.880 -16.463  0.169
H 7.295 -4.539 -14.830  0.207
H 6.176 -3.175 -15.456  0.115
O 10.780 2.066 -17.222  -0.887
H 9.827 2.097 -17.436  0.130
Cl 3.406 -2.171 -19.496  -0.171
C 4.770 -2.504 -20.494  -0.530
C 4.355 -2.707 -21.956  -0.324
Cl 3.501 -1.195 -22.399  -0.181
H 5.262 -3.376 -20.062  0.318
H 5.398 -1.626 -20.347  0.297
H 3.642 -3.531 -21.977  0.295
H 5.262 -2.889 -22.533  0.296
Cl 9.200 5.829 -19.915  -0.189
C 10.716 5.171 -20.748  -0.426
C 10.564 4.065 -21.718  -0.390
Cl 9.209 4.345 -22.821  -0.194
H 11.232 4.602 -19.975  0.287
H 11.310 6.031 -21.057  0.347
H 10.505 3.079 -21.258  0.303
H 11.381 4.100 -22.439  0.261
Cl 3.490 2.684 -8.151  -0.190
C 2.066 1.787 -7.718  -0.254
C 2.380 0.563 -6.872  -0.494
Cl 3.704 -0.515 -7.407  -0.185
H 1.648 1.484 -8.678  0.165
H 1.317 2.295 -7.111  0.317
H 1.495 -0.070 -6.809  0.297
H 2.496 0.930 -5.852  0.342
Cl 0.310 9.093 -10.872  -0.182
C 1.427 7.925 -11.654  -0.458
C 0.729 6.585 -11.911  -0.261
Cl -0.320 6.555 -13.331  -0.146
H 2.325 7.921 -11.036  0.320
H 1.649 8.360 -12.629  0.267
H 0.160 6.333 -11.017  0.321
H 1.497 5.824 -12.049  0.140
C 5.595 14.453 -20.506  -1.057
C 4.109 14.247 -20.783  -0.517
C 3.225 15.209 -19.958  -0.412
C 3.038 14.777 -18.551  0.220
N 2.891 14.442 -17.431  -0.435
H 6.197 13.928 -21.247  0.309
H 5.790 13.908 -19.583  0.297
H 5.676 15.531 -20.646  0.339
H 3.764 13.215 -20.729  0.381
H 3.942 14.565 -21.812  0.290
H 2.260 15.248 -20.463  0.308
H 3.650 16.213 -19.971  0.277
C -5.534 6.234 -16.898  -0.344
C -5.331 4.910 -17.201  -0.656
C -4.221 4.573 -17.947  -0.389
C -3.321 5.516 -18.385  0.247
C -3.610 6.858 -18.182  0.337
C -4.710 7.258 -17.411  -0.756
C -2.787 7.980 -18.854  0.370
O -3.051 9.229 -18.778  -0.675
C -1.699 7.552 -19.780  0.309
C -1.040 8.435 -20.639  -0.409
C -0.084 8.057 -21.605  -0.679
C 0.246 6.710 -21.708  -0.507
C -0.404 5.830 -20.869  -0.588
C -1.401 6.223 -19.969  0.550
C -2.103 5.165 -19.159  0.460
O -1.500 4.079 -18.933  -0.638
H -6.243 6.552 -16.149  0.370
H -6.082 4.215 -16.856  0.413
H -3.990 3.525 -18.068  0.444
H -4.828 8.283 -17.093  0.436
H -1.111 9.464 -20.318  0.415
H 0.471 8.797 -22.162  0.404
H 1.016 6.368 -22.385  0.439
H -0.075 4.807 -20.759  0.451
C 1.745 -6.566 -9.172  -0.555
C 1.070 -5.795 -8.235  -0.443
C 0.547 -4.518 -8.586  -0.616
C 0.735 -4.056 -9.891  0.386
C 1.320 -4.863 -10.925  0.087
C 1.907 -6.090 -10.471  -0.523
C 1.603 -4.368 -12.283  0.423
O 2.351 -4.894 -13.080  -0.592
C 0.866 -3.022 -12.655  0.209
C 0.808 -2.659 -13.971  -0.426
C 0.284 -1.426 -14.367  -0.809
C -0.337 -0.716 -13.419  -0.382
C -0.367 -1.035 -12.036  -0.750
C 0.188 -2.239 -11.664  0.353
C 0.126 -2.711 -10.263  0.789
O -0.436 -1.994 -9.405  -0.733
H 2.240 -7.498 -8.944  0.402
H 0.815 -6.163 -7.252  0.400
H 0.016 -3.890 -7.887  0.461
H 2.216 -6.815 -11.209  0.380
H 1.275 -3.324 -14.683  0.509
H 0.147 -1.052 -15.371  0.487
H -0.982 0.096 -13.723  0.427
H -0.844 -0.464 -11.254  0.520

## Properties
E_LUMO: -5.1 eV
Total charge: +1
Orbital gap: 0.0566 Ha



# 3
Entry from the OMol25 dataset: C5H12NS as an isolated structure in a non-equilibrium geometry (ωB97M-V/def2-TZVPD).

Each line ends with the Löwdin spin population.
Geometry (Å):
C -1.779 0.118 0.879  0.060
N -1.049 -0.831 0.095  0.145
C -0.186 0.196 -0.393  0.556
C 0.867 0.971 0.385  0.096
S 1.857 2.161 -0.749  0.006
C 3.044 -0.891 -1.907  0.004
C -3.239 -0.375 1.483  0.026
H -2.180 1.140 0.475  0.006
H -1.149 0.511 1.780  0.006
H 4.004 -1.440 -1.997  0.000
H -0.015 0.328 -1.477  0.034
H 1.597 0.335 0.871  0.025
H 0.528 1.639 1.212  0.017
H 2.279 -1.610 -2.255  0.001
H 2.737 -0.677 -0.873  0.003
H 2.996 0.033 -2.488  0.000
H -3.233 -0.050 2.578  0.006
H -2.942 -1.411 1.494  0.005
H -4.137 -0.148 0.886  0.003

## Properties
Relative energy (zero: lowest compared OMol25 entry of this formula, charge and spin): 314.8 kJ/mol
Spin multiplicity: 2
E_LUMO (spin up / spin down): 6.3 / 6.3 eV
⟨S²⟩: 0.754
Total charge: -2
Orbital gap (spin up / spin down): 0.1378 / 0.1846 Ha



# 4
Entry from the OMol25 dataset: one molecule with the formula C3H8NOP in a non-equilibrium geometry (ωB97M-V/def2-TZVPD).

Each line ends with the Löwdin spin population.
Geometry (Å):
C -0.116 -0.490 0.072  0.457
C 2.336 -0.524 -0.130  0.050
C 1.020 0.193 -0.047  0.344
N -3.371 -0.386 -0.046  0.426
O 1.111 1.532 -0.119  0.184
P -1.908 0.228 0.057  0.285
H 2.542 -0.779 -1.169  0.017
H 2.305 -1.444 0.446  0.009
H 3.134 0.115 0.235  0.005
H -0.093 -1.569 0.113  0.028
H 0.226 1.921 -0.110  0.036
H -3.604 -1.068 0.660  0.013
H -1.729 1.193 1.074  0.099
H -1.853 1.079 -1.035  0.048

## Properties
Relative energy (zero: lowest compared OMol25 entry of this formula, charge and spin): 375.2 kJ/mol
Spin multiplicity: 3
E_LUMO (spin up / spin down): 0.7 / -3.4 eV
⟨S²⟩: 2.026
Total charge: 0
Orbital gap (spin up / spin down): 0.1776 / 0.1715 Ha



no.,energy (Ha)
1,-5320.6303
2,-6759.9938
3,-650.4023
4,-590.1956